18
Properties=species:S:1:pos:R:3:mulliken_charge:R:1 method="wB97M-V/def2-TZVPD" de_lowest_ev=0.569 multiplicity=1 homo_lumo_gap_ev=11.9 e_tot_ev=-12480.5447
O -0.4063 0.0366 -2.8670 -0.772
H 0.4774 -0.1892 -3.3025 0.344
H -0.2480 0.8852 -2.4376 0.440
O 0.0765 2.1565 -1.2817 -0.743
H -0.1322 2.0096 -0.2921 0.434
H -0.3222 2.9598 -1.5655 0.302
O -0.9531 1.7568 1.2350 -0.778
H -0.3943 1.2167 1.8449 0.443
H -1.7328 1.1426 0.9632 0.324
O -0.3014 -1.9634 -1.0550 -0.748
H -1.2722 -2.0688 -0.9776 0.316
H -0.2472 -1.1848 -1.6505 0.393
O 0.3520 0.0372 2.8373 -0.789
H 1.2612 0.4987 2.8991 0.343
H 0.5431 -0.7689 2.2261 0.449
O 1.2335 -1.9677 1.1720 -0.721
H 0.6586 -2.1516 0.3799 0.434
H 1.3987 -2.7967 1.5875 0.328



84
Properties=species:S:1:pos:R:3:mulliken_charge:R:1 method="wB97M-V/def2-TZVPD" multiplicity=1 total_charge=-1 homo_lumo_gap_ev=7.2 e_tot_ev=-73597.9522
C -4.8787 -1.4503 0.7766 -0.550
C -5.0571 -0.1296 0.2673 -0.128
C -4.8787 1.5133 -0.0117 -0.321
C -3.3378 1.8723 -0.5661 0.094
C -2.2886 1.7156 0.6294 -1.090
P -0.4133 1.7913 0.2706 1.160
C -0.3140 1.3341 2.1338 -1.169
C 1.4895 1.8303 0.3116 -1.309
C 2.3985 0.5496 0.6192 0.352
C 3.5593 0.4669 -0.5886 -0.438
C 4.2736 -1.0046 -0.6884 -0.463
C 4.4334 -1.8004 0.7374 -0.826
C 3.2713 -2.9214 1.0388 0.347
C 3.1135 -2.9807 2.6968 -0.889
O 2.2473 -1.8757 3.2223 -0.266
C 0.8663 -2.3480 3.4034 -0.455
C -0.6192 2.3757 -1.5468 -0.523
C 0.6368 2.6166 -2.5108 0.052
O 1.2714 1.7770 -3.3332 -0.480
Cl 1.3290 4.3788 -2.5746 -0.238
C -0.5527 -0.0785 -0.2063 -0.021
C 0.1070 -0.6271 -1.5525 0.049
O 1.2039 -1.4400 -1.5392 -0.498
O -0.4721 -0.6438 -2.9407 -0.163
C -1.4264 -1.7673 -3.0306 0.567
C -0.8734 -3.3230 -3.1301 -0.826
O -2.7638 -1.5455 -2.9944 -0.533
P -0.2204 3.8999 0.9277 0.895
N -1.4126 4.8729 0.5664 -1.128
H -4.6892 -2.4307 1.4270 0.314
H -5.5809 1.7099 -0.9580 0.239
H -5.1850 2.1553 0.9194 0.350
H -3.3382 2.8782 -1.1647 0.269
H -3.1448 0.9924 -1.3505 0.011
H -2.5183 2.6224 1.3784 0.632
H -2.6266 0.7710 1.2794 0.097
H -0.8544 0.3028 2.4090 0.030
H -0.9243 2.1422 2.7689 0.347
H 0.7212 1.2719 2.6297 0.287
H 2.0656 2.4737 -0.4644 0.533
H 1.7245 2.5429 1.2617 0.441
H 1.9407 -0.4961 0.7597 -0.870
H 3.0771 0.7059 1.5958 0.384
H 2.9587 0.6331 -1.5974 -0.128
H 4.3075 1.3578 -0.4520 0.401
H 3.7874 -1.7455 -1.4591 0.099
H 5.3849 -0.8226 -1.0888 0.399
H 4.5373 -1.0313 1.6158 0.278
H 5.4681 -2.3852 0.6762 0.320
H 2.2086 -2.6475 0.5933 -0.161
H 3.5314 -3.9877 0.6291 0.426
H 4.2051 -2.7244 3.1019 0.277
H 2.7248 -4.0146 3.0907 0.318
H 0.4295 -2.5747 2.3252 0.172
H 0.2110 -1.4625 3.8549 0.189
H 0.7494 -3.2656 4.1301 0.256
H -1.2854 1.6489 -2.2271 0.139
H -1.2399 3.3951 -1.6228 0.601
H -1.7141 -0.3512 -0.3110 0.269
H -0.1978 -0.8037 0.6753 -0.453
H -1.6345 -3.9125 -3.8058 0.325
H 0.1795 -3.3819 -3.6619 0.261
H -0.8777 -3.8687 -2.0809 0.224
H 0.1004 4.0034 2.3554 0.124
H 0.9677 4.3946 0.2377 0.057
H -2.1359 4.3160 0.0870 0.348
C -8.2764 0.4778 -1.9085 -0.579
O -7.4506 1.6254 -1.9825 -0.496
H -7.6445 -0.4116 -1.8534 0.229
H -8.9011 0.5343 -1.0137 0.255
H -8.9042 0.4213 -2.8012 0.281
H -8.0388 2.3981 -2.0303 0.273
C 3.3046 2.9778 -6.2119 -0.501
O 3.7556 2.1182 -5.1814 -0.500
H 4.1319 3.1747 -6.8977 0.240
H 2.4885 2.4977 -6.7572 0.222
H 2.9621 3.9204 -5.7776 0.203
H 3.0006 1.9616 -4.5890 0.372
C 2.4381 -4.7316 6.7797 -0.630
O 2.8519 -4.4409 5.4574 -0.401
H 1.9669 -5.7170 6.7960 0.221
H 3.3072 -4.7346 7.4422 0.260
H 1.7171 -3.9799 7.1105 0.279
H 3.2659 -3.5612 5.4744 0.271



16
Properties=species:S:1:pos:R:3:mulliken_charge:R:1 method="wB97M-V/def2-TZVPD" de_lowest_ev=8.651 multiplicity=1 homo_lumo_gap_ev=9.7 e_tot_ev=-10229.5911
C -1.2547 -1.3688 0.4355 -0.795
C -1.3053 0.5123 -1.1696 -0.660
C 1.8375 -0.3445 0.2414 0.094
C 2.4270 0.9623 0.7761 -0.476
H -1.9802 -0.7977 1.2307 0.226
H -2.0547 -1.7082 -0.3556 0.298
H -0.4165 -1.9713 0.8125 0.329
H -2.2308 1.0670 -0.6267 0.248
H -0.6241 1.6798 -1.4331 0.250
H -1.5552 -0.2020 -2.4207 0.277
H 2.1696 -1.6014 0.0315 0.275
H 3.5254 1.5630 0.8169 0.284
N -0.5378 -0.5388 -0.4321 -0.120
N 0.5560 -0.0571 0.1665 0.601
N 1.2470 1.7230 1.1839 -0.564
N 0.1968 1.0823 0.7430 -0.267



21
Properties=species:S:1:pos:R:3:mulliken_charge:R:1 method="wB97M-V/def2-TZVPD" de_lowest_ev=1.657 multiplicity=1 homo_lumo_gap_ev=9.7 e_tot_ev=-14012.1120
C 0.8932 2.5123 0.1841 -0.802
N 1.1295 1.1137 0.6312 -0.087
C 0.5761 0.6856 1.7718 -0.200
O -0.0777 1.4130 2.4811 -0.569
H 1.1693 3.1811 1.0289 0.261
H -0.1915 2.7743 -0.0468 0.238
H 1.4842 2.7583 -0.6920 0.330
H 1.5090 0.4585 -0.0810 0.250
H 0.7165 -0.3467 2.2688 0.556
O -1.4311 -1.8282 1.1148 -0.672
H -1.3086 -0.9323 1.3400 0.346
H -1.7665 -2.1088 1.9997 0.309
O -1.4182 -1.4093 -1.5240 -0.735
H -0.5823 -1.9906 -1.5287 0.355
H -1.8010 -1.5728 -0.6338 0.402
O -0.7857 1.1939 -1.6257 -0.620
H -0.2845 1.3754 -2.4843 0.292
H -1.0642 0.2897 -1.6805 0.377
O 1.4086 -2.6442 -1.8954 -0.663
H 2.3529 -2.7939 -1.5774 0.317
H 1.4768 -1.8770 -2.4725 0.315



14
Properties=species:S:1:pos:R:3:mulliken_charge:R:1 method="wB97M-V/def2-TZVPD" de_lowest_ev=0.884 multiplicity=1 homo_lumo_gap_ev=8.7 e_tot_ev=-25947.5304
C -1.4132 0.4357 -0.7245 -1.127
C -0.7235 -0.7596 -0.1005 -0.132
C 0.4626 -0.5207 0.7831 -0.967
C 1.7670 -0.0558 0.1316 0.326
H -1.7253 1.1461 0.1265 0.237
H -0.8004 0.9952 -1.4006 0.318
H -2.2984 0.1587 -1.2560 0.364
H -0.5173 -1.6225 -0.7920 0.316
H -1.4558 -1.3015 0.5475 0.267
H 0.2000 0.1689 1.5681 0.387
H 0.6904 -1.4337 1.3488 0.336
H 0.8822 2.1985 0.3276 0.121
S 2.0828 1.6319 -0.0961 -0.178
S 2.8488 -1.0412 -0.4634 -0.268



9
Properties=species:S:1:pos:R:3:mulliken_charge:R:1 method="wB97M-V/def2-TZVPD" de_lowest_ev=1.577 multiplicity=1 homo_lumo_gap_ev=10.6 e_tot_ev=-85738.6176
C 0.3275 0.2205 1.4638 -0.449
C -0.1285 -0.5040 0.4859 0.137
Br -1.2488 -1.9856 0.4466 -0.110
C -0.0941 0.1583 -1.2640 -0.480
Cl 1.2000 1.2552 -1.4333 -0.167
H 0.2889 -0.2405 2.5383 0.224
H 0.8791 1.1531 1.1882 0.219
H -0.1696 -0.7739 -1.8994 0.326
H -1.0545 0.7169 -1.5261 0.300



52
Properties=species:S:1:pos:R:3:mulliken_charge:R:1 method="wB97M-V/def2-TZVPD" de_lowest_ev=1.993 multiplicity=1 total_charge=+1 homo_lumo_gap_ev=4.8 e_tot_ev=-94510.1167
Ru 0.3257 0.0432 0.5190 0.845
C 2.5325 -6.5840 -0.3513 -0.803
O 1.1280 -6.5757 -0.1858 -0.432
C 0.4853 -5.4220 -0.0178 0.841
C -0.9242 -5.5146 0.1028 -1.022
C -1.6847 -4.3931 0.2729 -0.888
C -1.1185 -3.1046 0.3441 -0.482
C -1.9463 -1.9436 0.5364 1.079
C -3.4453 -2.0780 0.4956 -1.620
O -1.5015 -0.7955 0.7274 -0.337
C 0.3147 -2.9949 0.2144 0.528
O 0.9588 -1.8876 0.1979 -0.251
C 1.0781 -4.1753 0.0471 -0.508
H 2.7964 -7.6154 -0.5714 0.244
H 3.0446 -6.2687 0.5612 0.335
H 2.8454 -5.9462 -1.1819 0.325
H -1.3706 -6.4942 0.0439 0.447
H -2.7518 -4.5053 0.3654 0.421
H -3.8062 -2.7053 1.3080 0.425
H -3.7597 -2.5200 -0.4455 0.427
H -3.8806 -1.0879 0.5912 0.199
H 2.1457 -4.0405 -0.0385 0.456
C 0.7236 2.1215 4.9933 -1.451
C 0.5080 1.7715 3.5579 0.723
S 0.2829 0.1148 3.2096 -0.184
C 0.4778 2.7634 2.5999 0.620
C 0.7041 4.2007 2.9430 -1.554
S 0.1560 2.4677 0.9376 -0.214
H 0.7814 1.2278 5.6059 0.446
H -0.1015 2.7354 5.3513 0.340
H 1.6399 2.6967 5.1047 0.339
H 0.0563 4.5315 3.7541 0.359
H 0.5245 4.8232 2.0691 0.480
H 1.7372 4.3497 3.2642 0.345
Cl -4.1380 0.9537 -2.1182 -0.059
C -2.9049 1.8320 -1.1796 0.792
Cl -2.9066 3.5738 -1.5744 -0.065
Cl -3.2308 1.6286 0.5795 -0.032
C -1.6143 1.2769 -1.4552 -0.034
N -0.5628 0.8065 -1.5368 -0.410
N 7.4460 0.2325 -1.0381 -0.398
C 6.3258 0.2551 -0.8070 -0.203
C 4.9448 0.2885 -0.4874 0.638
C 3.9929 0.6930 -1.4256 -0.779
C 2.6705 0.7568 -1.0365 -0.264
N 2.2679 0.4233 0.1915 0.275
C 3.1692 0.0081 1.0837 -0.199
C 4.5144 -0.0739 0.7910 -0.779
H 4.2771 0.9497 -2.4331 0.518
H 1.8987 1.0876 -1.7219 0.546
H 2.7923 -0.2643 2.0650 0.473
H 5.2204 -0.4077 1.5341 0.504



154
Properties=species:S:1:pos:R:3:mulliken_charge:R:1 method="wB97M-V/def2-TZVPD" multiplicity=1 total_charge=+1 homo_lumo_gap_ev=8.8 e_tot_ev=-869244.8888
C 4.1079 0.7319 -0.7164 -1.009
C 3.2187 1.9203 -0.9644 -0.293
O 1.8893 1.4904 -1.2275 -0.171
C 0.8999 2.4415 -0.9263 -1.246
C 0.3484 2.2893 0.4983 0.188
N -1.0086 1.6897 0.4960 0.890
C -1.9633 2.1254 1.3333 -1.284
C -3.2369 1.5418 1.3647 1.180
C -4.2354 2.0912 2.3800 -0.837
O -5.5693 2.0831 1.9823 -0.345
C -5.9007 3.0171 0.9726 -0.495
C -3.4737 0.4823 0.4914 0.718
Br -5.0919 -0.4498 0.4686 -0.029
C -2.4843 0.0559 -0.3841 0.544
O -2.6587 -0.9403 -1.2625 -0.526
C -2.2115 -2.2285 -0.7823 -1.311
C -0.7519 -2.4752 -1.1031 2.653
C -0.4610 -2.2490 -2.5929 -1.481
C -0.3115 -3.8697 -0.6209 -1.534
C 0.5950 -3.8705 0.6197 0.684
C 1.9442 -3.2161 0.3424 -1.186
C -0.0733 -3.2255 1.8487 0.071
C -1.2515 0.6963 -0.3424 -1.392
H 3.9854 -0.0178 -1.4917 0.085
H 3.9071 0.2999 0.2589 0.207
H 5.1513 1.0356 -0.7248 0.443
H 3.6225 2.4984 -1.7971 0.284
H 3.2270 2.5697 -0.0833 0.364
H 1.3148 3.4427 -1.0393 0.689
H 0.1013 2.3730 -1.6602 0.191
H 0.9925 1.5962 1.0333 -0.343
H 0.3094 3.2317 1.0216 0.810
H -1.6571 2.9238 1.9954 0.100
H -4.1475 1.4995 3.2887 -0.233
H -3.9091 3.1020 2.6474 0.511
H -6.7068 2.5868 0.3844 0.264
H -5.0775 3.2242 0.2932 0.138
H -6.2693 3.9455 1.3930 0.316
H -2.8255 -2.9913 -1.2552 0.374
H -2.4022 -2.3138 0.2847 0.296
H -0.1669 -1.7577 -0.5244 -0.758
H -1.2165 -1.6294 -3.0689 0.320
H -0.3853 -3.1792 -3.1463 0.618
H 0.5065 -1.7654 -2.6650 -0.267
H -1.1649 -4.5344 -0.4745 0.439
H 0.2781 -4.3151 -1.4184 0.483
H 0.7654 -4.9178 0.8668 0.615
H 2.4771 -3.1058 1.2822 0.415
H 1.8412 -2.2112 -0.0719 0.020
H 2.5429 -3.7878 -0.3602 0.350
H -0.5777 -3.9792 2.4490 0.393
H -0.7915 -2.4624 1.5645 -0.345
H 0.6603 -2.7423 2.4887 -0.793
H -0.4544 0.3611 -0.9863 1.069
C -2.3144 4.0374 -2.8888 -0.279
Cl -1.1577 5.2313 -2.3120 -0.089
Cl -1.5768 2.9188 -4.0400 -0.125
Cl -2.9773 3.1301 -1.5189 -0.021
H -3.1275 4.5540 -3.3825 0.487
C -5.4514 -1.2505 3.7428 -0.205
Cl -4.0474 -0.3195 4.2748 0.134
Cl -4.9744 -2.4290 2.5121 -0.154
Cl -6.2223 -2.0341 5.1178 -0.089
H -6.1657 -0.5691 3.2992 0.390
C -2.1363 -3.2143 6.9730 -0.141
Cl -0.6804 -4.1973 7.1217 -0.098
Cl -1.8281 -1.5627 7.5147 -0.106
Cl -2.7379 -3.2301 5.3171 -0.001
H -2.8987 -3.6404 7.6119 0.352
C 2.9527 -2.4508 -4.6255 0.132
Cl 2.0046 -2.7127 -6.0854 -0.111
Cl 2.6310 -0.8413 -3.9634 -0.128
Cl 2.6249 -3.7036 -3.4238 -0.110
H 4.0000 -2.5073 -4.8882 0.103
C 1.7197 3.5022 4.2710 -0.218
Cl 2.4184 5.1167 4.3016 -0.140
Cl 0.0508 3.5235 3.6732 0.195
Cl 2.6697 2.3959 3.2888 -0.045
H 1.6966 3.1194 5.2835 0.401
C 1.1636 7.1618 -6.0035 0.363
Cl 0.4252 8.6302 -5.3626 -0.125
Cl 2.7371 6.8742 -5.2591 -0.124
Cl 0.1014 5.7717 -5.7767 0.062
H 1.3153 7.2976 -7.0664 -0.108
C 6.3665 -2.4182 -7.4402 -0.002
Cl 5.5295 -1.1342 -6.5576 -0.103
Cl 7.9426 -2.7332 -6.7266 -0.081
Cl 5.3868 -3.8855 -7.4787 -0.110
H 6.5153 -2.0828 -8.4584 0.326
C -6.0544 8.3743 1.2392 -0.015
Cl -4.6198 7.4821 1.7619 -0.035
Cl -5.7979 10.1075 1.3833 -0.117
Cl -6.4890 7.9323 -0.4142 -0.123
H -6.8757 8.0975 1.8872 0.298
C 2.8683 -1.6861 4.5545 -0.089
Cl 2.3407 -3.3571 4.7560 -0.136
Cl 4.5913 -1.5828 4.2417 -0.040
Cl 1.9619 -0.9051 3.2474 0.075
H 2.6516 -1.1567 5.4708 0.205
C -3.0107 2.6733 7.0450 -0.075
Cl -2.3015 4.2732 7.2508 -0.104
Cl -4.6973 2.7944 6.5472 -0.115
Cl -2.0966 1.7301 5.8613 -0.097
H -2.9720 2.1603 7.9973 0.346
C 5.9725 -0.8625 7.9723 -0.069
Cl 6.7887 0.6944 7.8781 -0.121
Cl 4.2700 -0.6997 7.4966 -0.079
Cl 6.7992 -2.0723 6.9951 -0.057
H 5.9917 -1.1948 9.0016 0.333
C 11.3229 -0.4290 -7.9754 0.054
Cl 11.4413 -0.9472 -6.2927 -0.121
Cl 9.6382 -0.1539 -8.4238 -0.099
Cl 12.2922 1.0140 -8.2586 -0.118
H 11.7101 -1.2236 -8.5992 0.282
C 7.0444 -4.9027 3.3418 -0.104
Cl 7.7033 -3.3901 2.7053 -0.131
Cl 7.9238 -5.4042 4.7822 -0.092
Cl 5.3280 -4.7265 3.7012 -0.008
H 7.1587 -5.6660 2.5837 0.347
C -7.4574 -5.8795 4.9461 -0.044
Cl -6.3670 -6.1210 6.3148 -0.130
Cl -6.6480 -4.9729 3.6666 -0.060
Cl -8.0569 -7.4235 4.3479 -0.065
H -8.3018 -5.2957 5.2884 0.304
C -1.2870 3.2920 -8.7543 -0.090
Cl -1.1658 3.1518 -6.9954 -0.035
Cl -2.9570 3.5851 -9.2371 -0.129
Cl -0.2294 4.5723 -9.3525 -0.035
H -0.9701 2.3538 -9.1916 0.275
C -0.4794 7.4032 3.9515 0.189
Cl -1.3867 7.1307 2.4593 -0.088
Cl -0.4362 9.1180 4.3397 -0.123
Cl -1.1643 6.4633 5.2801 -0.049
H 0.5359 7.0646 3.7955 0.019
C 5.6965 -7.3788 7.4622 -0.084
Cl 7.1424 -8.2240 8.0118 -0.116
Cl 5.9401 -5.6311 7.5047 -0.035
Cl 5.2328 -7.9145 5.8456 -0.099
H 4.8869 -7.6214 8.1373 0.341
C -6.8511 -11.5335 4.5999 0.064
Cl -7.9628 -10.5832 3.6122 -0.121
Cl -5.8172 -12.5391 3.5873 -0.120
Cl -5.8858 -10.4823 5.6371 -0.108
H -7.4385 -12.1844 5.2335 0.285
C -5.2126 0.6555 -10.7512 0.207
Cl -5.8667 -0.6341 -9.7412 -0.124
Cl -3.5102 0.3656 -11.1127 -0.119
Cl -6.1476 0.8294 -12.2337 -0.116
H -5.2820 1.5828 -10.1978 0.150
C 1.5806 6.8369 -11.9659 0.002
Cl 1.3649 7.0198 -10.2183 -0.082
Cl 1.7802 8.4061 -12.7362 -0.115
Cl 2.9454 5.7799 -12.3140 -0.111
H 0.6852 6.3752 -12.3617 0.288



19
Properties=species:S:1:pos:R:3:mulliken_charge:R:1 method="wB97M-V/def2-TZVPD" de_lowest_ev=2.299 multiplicity=2 total_charge=+2 homo_lumo_gap_ev="13.0 / 5.5" e_tot_ev=-5842.0179
C -1.5225 0.8257 2.3962 -0.580
C -0.0715 0.5489 2.4526 -0.434
H -1.9510 0.2436 3.3459 0.343
H -1.7254 1.9113 2.4460 0.383
H -1.9348 0.5852 1.3526 0.389
H 0.4022 0.1640 3.3773 0.375
H 0.0649 -0.1824 1.5995 0.195
H 0.4304 1.3893 2.1156 0.356
C 0.6671 -0.7317 -2.3644 -0.234
C 0.8854 -1.5812 -1.1570 -0.788
N 0.2319 0.7614 -1.8141 -0.361
H 1.5780 -0.5436 -2.8983 0.340
H -0.2636 -1.0378 -2.9543 0.343
H 0.8604 -1.0172 -0.1828 0.030
H 1.7600 -2.0994 -1.2710 0.325
H -0.7892 0.9546 -1.6239 0.339
H 0.7793 0.7547 -1.0289 0.278
H 0.5464 1.3651 -2.5826 0.369
H 0.0521 -2.3106 -1.2085 0.332



- What is the multiplicity in the sixth record?
  1



Repeat the first record exactly.
18
Properties=species:S:1:pos:R:3:mulliken_charge:R:1 method="wB97M-V/def2-TZVPD" de_lowest_ev=0.569 multiplicity=1 homo_lumo_gap_ev=11.9 e_tot_ev=-12480.5447
O -0.4063 0.0366 -2.8670 -0.772
H 0.4774 -0.1892 -3.3025 0.344
H -0.2480 0.8852 -2.4376 0.440
O 0.0765 2.1565 -1.2817 -0.743
H -0.1322 2.0096 -0.2921 0.434
H -0.3222 2.9598 -1.5655 0.302
O -0.9531 1.7568 1.2350 -0.778
H -0.3943 1.2167 1.8449 0.443
H -1.7328 1.1426 0.9632 0.324
O -0.3014 -1.9634 -1.0550 -0.748
H -1.2722 -2.0688 -0.9776 0.316
H -0.2472 -1.1848 -1.6505 0.393
O 0.3520 0.0372 2.8373 -0.789
H 1.2612 0.4987 2.8991 0.343
H 0.5431 -0.7689 2.2261 0.449
O 1.2335 -1.9677 1.1720 -0.721
H 0.6586 -2.1516 0.3799 0.434
H 1.3987 -2.7967 1.5875 0.328



- Look up the multiplicity of the second one.
  1